The following is a DFT calculation (wB97M-V/def2-TZVPD) of a molecular structure, C5H8N2O2 at a distorted geometry.

Summary:
charge	0
energy above the lowest of the compared OMol25 structures with the same formula, charge and spin	974.88	kJ/mol
orbital gap	8.01	eV
spin multiplicity	1

Last column: Löwdin charge in e.
CARTESIAN COORDINATES (ANGSTROEM)
C1 -1.09068 -1.09989 -2.53726  0.12
C2 -0.16042 -0.27824 -0.31651  -0.36
C3 0.49797 1.87534 0.25253  -0.47
C4 0.18476 -0.21103 1.03033  -0.41
C5 0.54743 -1.42673 1.86187  -0.10
H1 -1.36219 -2.11710 -2.86182  0.11
H2 -1.89815 -0.49346 -2.33788  0.05
H3 -0.46141 -0.34096 -2.89563  0.06
H4 0.74638 3.78485 -0.44726  0.13
H5 0.48534 1.50837 2.30759  0.28
H6 0.51414 -0.96853 3.24914  0.15
H7 -0.85260 -2.08925 1.39580  0.21
H8 1.65159 -1.97513 1.63115  0.10
N1 0.70883 3.09325 0.44996  0.10
N2 0.98945 1.01603 1.18112  0.06
O1 -0.22042 -1.32913 -1.14609  -0.05
O2 -0.28002 1.05161 -0.81704  0.02


The following is a DFT calculation (wB97M-V/def2-TZVPD) of a molecular structure, C2H3AuO2 at a distorted geometry.

Summary:
charge	+1
⟨S²⟩	3.770
orbital gap (alpha / beta)	8.03 / 8.29	eV
spin multiplicity	4

Last column: Löwdin spin population.
CARTESIAN COORDINATES (ANGSTROEM)
O1 3.25975 0.09916 0.59926  1.30
C1 0.48168 1.17128 0.10284  0.74
O2 -0.67652 0.83334 0.32991  0.18
C2 -1.23572 -0.48449 -0.04719  0.06
H1 -2.00752 -0.28272 -0.79342  0.00
H2 -0.42438 -1.10536 -0.43923  0.00
H3 -1.65524 -0.89403 0.87399  0.00
Au1 2.25795 0.66282 -0.62616  0.71


The following is a DFT calculation (wB97M-V/def2-TZVPD) of a molecular structure, C24H28N6O3SbTc at a distorted geometry.

Summary:
charge	+2
⟨S²⟩	2.027
orbital gap (alpha / beta)	5.52 / 4.93	eV
spin multiplicity	3

Last column: Löwdin spin population.
CARTESIAN COORDINATES (ANGSTROEM)
Tc1 -0.44168 0.39513 -0.18784  1.69
N1 1.03768 0.24743 -4.36711  0.01
C1 1.01247 0.27867 -3.05030  0.02
N2 -0.07497 0.14064 -2.32954  0.02
C2 -1.30708 -0.06326 -2.98800  -0.01
N3 -2.41804 -0.12221 -2.32417  0.00
N4 -2.23670 0.10056 -0.97966  -0.01
C3 -3.23081 -0.00571 -0.17287  0.10
C4 -2.95062 0.35909 1.21407  0.00
C5 -3.86914 0.26984 2.23471  0.02
C6 -3.51430 0.72050 3.50368  0.01
C7 -2.26305 1.27303 3.69027  0.02
C8 -1.37336 1.30877 2.62200  0.02
N5 -1.69207 0.83170 1.42132  0.02
C9 -1.31539 -0.18208 -4.43501  0.00
C10 -2.48129 -0.44121 -5.16255  0.00
C11 -2.43389 -0.50121 -6.53677  0.00
C12 -1.22731 -0.28989 -7.21054  0.00
C13 -0.06627 -0.04118 -6.51005  0.00
C14 -0.11756 0.00562 -5.12342  0.00
H1 1.91156 0.38576 -4.85510  0.00
H2 1.95821 0.42701 -2.54167  0.00
H3 -4.20408 -0.32356 -0.52995  0.00
H4 -4.84315 -0.15704 2.03429  0.00
H5 -4.20573 0.63109 4.33080  0.00
H6 -1.95888 1.67414 4.64704  0.00
H7 -0.37307 1.71559 2.73815  0.00
H8 -3.40772 -0.59005 -4.62563  0.00
H9 -3.33535 -0.70567 -7.09721  0.00
H10 -1.20505 -0.31450 -8.29168  0.00
H11 0.87066 0.12618 -7.02788  0.00
O1 -0.70181 -1.55294 0.74199  0.05
N6 -0.09784 -2.73609 0.62393  0.00
C15 0.89703 -2.93188 -0.25541  0.01
C16 1.50217 -4.16308 -0.36527  0.00
C17 1.08357 -5.20769 0.44501  0.00
C18 0.05027 -4.97958 1.34133  0.00
C19 -0.52569 -3.73139 1.41569  0.00
H12 1.17995 -2.06816 -0.83768  0.00
H13 2.29650 -4.30202 -1.08462  0.00
H14 1.55381 -6.17888 0.38139  0.00
H15 -0.31926 -5.76623 1.98317  0.00
H16 -1.33021 -3.47608 2.08769  0.00
C20 2.28060 1.92604 5.44723  0.00
Sb1 2.53705 1.82956 3.30398  0.00
C21 2.74196 -0.31171 3.22477  0.00
C22 4.64453 2.22628 3.24095  0.00
H17 3.17499 1.51795 5.91852  0.00
H18 1.41740 1.32429 5.73345  0.00
H19 2.13684 2.95441 5.77293  0.00
H20 3.48979 -0.62816 3.95177  0.00
H21 3.06517 -0.59986 2.22357  0.00
H22 1.79193 -0.79744 3.45563  0.00
H23 5.10093 1.76548 4.11670  0.00
H24 4.83329 3.29704 3.25004  0.00
H25 5.05946 1.77937 2.33865  0.00
C23 -0.12397 4.15031 -0.27385  0.01
O2 0.88301 3.25094 0.24659  0.00
C24 0.70331 1.98399 0.10620  0.00
O3 1.50348 1.14106 0.55171  0.00
H26 0.38091 4.86493 -0.91509  0.00
H27 -0.57336 4.66915 0.56772  0.00
H28 -0.87979 3.59721 -0.82811  0.01


The following is a DFT calculation (wB97M-V/def2-TZVPD) of a single CH3NO2 molecule at a distorted geometry.

Summary:
charge	0
energy above the lowest of the compared OMol25 structures with the same formula, charge and spin	454.13	kJ/mol
orbital gap	9.86	eV
spin multiplicity	1
SMILES	CON=O

Last column: Löwdin charge in e.
CARTESIAN COORDINATES (ANGSTROEM)
C1 -0.86390 0.02799 0.00676  -0.15
O1 0.42758 0.30269 -0.52996  -0.20
N1 1.63268 -0.26869 0.42922  0.06
O2 2.63497 -0.15045 -0.11004  0.09
H1 -1.58880 0.36117 -0.75497  0.09
H2 -1.15343 0.71590 0.67513  0.02
H3 -1.08910 -0.98862 0.28385  0.08


The following is a DFT calculation (wB97M-V/def2-TZVPD) of a single C6H11N molecule at a distorted geometry.

Summary:
charge	0
energy above the lowest of the compared OMol25 structures with the same formula, charge and spin	266.02	kJ/mol
orbital gap	8.84	eV
spin multiplicity	1
SMILES	C/C=C/C=C/NC

Last column: Löwdin charge in e.
CARTESIAN COORDINATES (ANGSTROEM)
C1 1.43337 3.00758 0.20087  -0.14
C2 1.07164 1.56294 0.24558  -0.16
C3 0.06221 1.09955 0.99780  -0.14
C4 -0.61874 -0.17561 0.82241  -0.11
C5 -0.01739 -1.30873 0.43108  -0.19
N1 -0.68327 -2.44945 -0.01390  -0.12
C6 -1.14637 -2.62332 -1.43662  -0.10
H1 2.13290 3.25110 -0.62063  0.07
H2 0.65648 3.75908 -0.08375  0.08
H3 1.86265 3.50387 1.08934  0.07
H4 1.57604 0.94419 -0.49109  0.10
H5 -0.17156 1.68979 1.89650  0.11
H6 -1.62860 -0.24467 1.21780  0.10
H7 1.04044 -1.39643 0.67425  0.12
H8 -1.61615 -2.52078 0.38026  0.09
H9 -1.96051 -3.33659 -1.31800  0.07
H10 -0.43178 -3.06592 -2.12764  0.06
H11 -1.56136 -1.69658 -1.86427  0.08


The following is a DFT calculation (wB97M-V/def2-TZVPD) of a single C5H8 molecule.

Summary:
charge	0
energy above the lowest of the compared OMol25 structures with the same formula, charge and spin	157.91	kJ/mol
orbital gap	10.53	eV
spin multiplicity	1
SMILES	C=C=CCC

Last column: Löwdin charge in e.
CARTESIAN COORDINATES (ANGSTROEM)
C1 -1.71782 0.14391 -1.14473  -0.02
C2 -0.49525 0.60859 -1.16825  -0.14
C3 0.76917 0.72146 -0.85885  -0.12
C4 1.23560 -0.08081 0.35027  -0.24
C5 0.09141 -0.46543 1.29643  -0.11
H1 -1.89545 -0.84719 -1.55560  0.07
H2 -2.54205 0.64404 -0.64005  0.06
H3 1.51612 1.27555 -1.42136  0.10
H4 1.74624 -0.96641 -0.05328  0.11
H5 1.97446 0.50149 0.90438  0.10
H6 -0.23731 -1.50522 1.18165  0.08
H7 0.35252 -0.32142 2.34470  0.07
H8 -0.73679 0.20684 1.07686  0.05


For reference, DFT total energy by record: -12380.8316, -9893.1620, -49145.4855, -6666.9574, -7887.7743, -5312.5302 eV.